Computed, not measured: a cluster of 2 separate species, C4H6O in total, with wB97M-V/def2-TZVPD.

Properties
calculated total energy	-6286.5333	eV
2S+1	1
HOMO energy	-8.9367	eV
LUMO level	0.1986	eV
gap between HOMO and LUMO	9.14	eV
relative energy (zero: lowest compared OMol25 entry of this formula, charge and spin)	124.17	kcal/mol

Each line ends with the Löwdin charge.
Positions of all 11 atoms, in Å:
O (2.062, -0.904, -0.400)  -0.03
C (1.382, 0.302, -0.485)  -0.35
C (0.910, 0.754, 0.864)  -0.04
C (-2.174, -0.253, 0.134)  0.13
C (-0.057, 0.446, 0.062)  0.03
H (-2.759, 0.479, 0.719)  0.04
H (-2.066, -0.303, -0.909)  -0.02
H (-2.216, -1.173, 0.551)  -0.03
H (1.206, 1.358, 1.745)  0.11
H (1.853, -1.541, -1.060)  0.07
H (1.860, 0.835, -1.221)  0.09